21
Properties=species:S:1:pos:R:3 method="wB97M-V/def2-TZVPD" lumo_ev=0.642 spin_multiplicity=1 orbital_gap_ev=8.56 smiles="N/C=C/CCCO.O" e_homo_ev=-7.92 total_energy_ha=-403.48619 relative_energy_kj_mol=237.4
N -1.10390 1.34115 -1.84082
C -1.00683 0.87207 -0.52049
C 0.10720 1.01234 0.19158
C 0.27279 0.42214 1.58747
C 1.02943 -0.92464 1.50515
C 0.39416 -2.10433 2.32756
O 0.89619 -2.11242 3.65487
H -0.39716 1.67525 -2.48151
H -1.99847 1.25532 -2.27911
H -1.91368 0.32762 -0.30303
H 0.91192 1.62073 -0.20055
H 0.74851 1.13968 2.24757
H -0.70823 0.18124 2.01631
H 2.03997 -0.75422 1.88224
H 1.08928 -1.30824 0.48668
H -0.68666 -1.98187 2.33778
H 0.85583 -2.97027 1.85938
H 0.38668 -1.60969 4.27050
O -0.36087 0.92362 -5.71526
H -0.06839 1.70121 -6.20910
H -0.48774 1.29331 -4.81723

=====

13
Properties=species:S:1:pos:R:3 method="wB97M-V/def2-TZVPD" lumo_ev=0.844 spin_multiplicity=1 orbital_gap_ev=9.44 smiles=Cc1c[nH]nc1S e_homo_ev=-8.60 total_energy_ha=-663.69244 relative_energy_kj_mol=94.8
C -0.29457 1.62282 -0.02086
C 0.13324 0.20213 -0.15600
C 1.43924 -0.26801 -0.16969
N 1.31641 -1.63423 -0.03183
N 0.02132 -2.06465 0.04140
C -0.71863 -0.97587 -0.13355
S -2.46749 -0.95018 -0.12442
H -0.42765 1.88874 1.06173
H 0.47440 2.29536 -0.41173
H -1.26008 1.79169 -0.49813
H 2.41515 0.17553 -0.20237
H 2.03826 -2.27300 0.08991
H -2.66961 0.18966 0.55554

=====

40
Properties=species:S:1:pos:R:3 method="wB97M-V/def2-TZVPD" lumo_ev=0.140 spin_multiplicity=1 orbital_gap_ev=8.41 e_homo_ev=-8.27 total_energy_ha=-1618.33118 relative_energy_kj_mol=1429.0
C -2.46623 -1.12845 -2.69560
C -1.65303 -0.51969 -1.58666
H -0.56677 -0.51637 -1.72214
H -1.97886 0.52138 -1.55807
C -2.21929 -1.35793 -0.42776
N -1.53213 -0.84233 0.92618
C -0.36390 -1.38765 1.38994
O 0.34224 -0.82044 2.04579
C 0.17775 -2.43007 0.31802
H -0.12869 -3.42990 0.81428
H -0.04050 -2.18282 -0.63017
S 1.92591 -2.45734 0.50686
C 2.45586 -1.15161 -0.10066
N 1.49865 -0.17222 -0.53084
C 1.76721 0.94268 -1.12207
N 2.86840 1.53360 -0.78769
C 3.93985 0.69092 -0.29503
C 3.69608 -0.50996 0.22667
C 5.03088 -0.87818 0.63912
C 5.91933 -0.05898 0.74625
S 5.48222 1.40137 -0.20445
H 6.83770 -0.14505 1.12753
H 4.98350 -1.85446 1.18757
H 0.90953 1.55958 -1.28942
C -1.95778 0.56129 1.39019
C -1.46379 1.73790 1.01389
C -2.48830 2.30666 0.16213
C -2.13372 3.13628 1.51203
H -1.62988 3.81409 1.76267
H -2.89492 2.84535 2.37817
H -2.09586 3.15348 -0.72783
H -3.51722 2.06032 -0.13112
H -0.46462 1.78915 0.78938
H -1.53827 0.18202 2.60915
H -3.07673 0.26081 1.71913
H -3.25156 -0.73550 -0.04260
H -2.15018 -2.26129 -0.54495
H -2.21151 -0.61520 -3.43242
H -3.61380 -0.98212 -2.66431
H -2.39758 -2.05935 -2.77115

=====

40
Properties=species:S:1:pos:R:3 method="wB97M-V/def2-TZVPD" lumo_ev="-17.725 / -17.726" total_charge=+4 spin_multiplicity=1 orbital_gap_ev="6.34 / 6.33" e_homo_ev="-24.06 / -24.06" total_energy_ha=-776.93448
Mo -0.22763 0.18095 0.21669
O 1.81316 0.23028 0.41300
C 2.64093 1.45257 0.20497
C 1.63808 2.52368 -0.02844
C 1.99131 3.85121 -0.10095
C 0.99993 4.80823 -0.30224
C -0.33254 4.39695 -0.42784
C -0.62939 3.06364 -0.35925
N 0.33316 2.10033 -0.14123
H 2.39841 -0.52265 0.61552
H 3.29022 1.26872 -0.65601
H 3.22981 1.60305 1.11305
H 3.03065 4.14375 0.00329
H 1.26009 5.86081 -0.36197
H -1.12715 5.11397 -0.59914
H -1.64703 2.72541 -0.48379
C -2.19092 0.20828 -1.19544
N -2.25721 -0.30914 0.15878
C -3.05799 0.52749 1.14119
C -2.61254 -1.77663 0.22853
C -1.52251 -2.54381 -0.48299
N -0.18864 -1.95343 -0.08574
C 0.90967 -2.60539 -0.90415
C 0.02999 -1.94758 1.35208
H -2.42563 -0.52509 -1.96732
H -1.07068 0.43935 -1.49900
H -2.71073 1.15376 -1.33575
H -4.11123 0.43909 0.85871
H -2.75574 1.57442 1.08087
H -2.90025 0.13115 2.14319
H -3.59096 -1.92512 -0.23571
H -2.70849 -2.02996 1.28378
H -1.58226 -2.49115 -1.56983
H -1.53672 -3.60178 -0.20634
H 0.83629 -3.68549 -0.76452
H 1.88693 -2.27183 -0.56536
H 0.75410 -2.34871 -1.95030
H -0.68947 -2.52028 1.94083
H -0.19222 -0.87904 1.83311
H 1.05791 -2.16932 1.63584

=====

Number 1: molar mass 119.164 u. Number 2: molar mass 114.173 u. Number 3: molar mass 321.471 u. Number 4: molar mass 321.276 u.